1.
{"formula": "C4H9NOS", "method": "ωB97M-V/def2-TZVPD", "e_homo_ev": -8.82, "total_charge": 0, "smiles": "CN[C@H](C=O)CS", "de_lowest_ev": 2.092, "max_force_ev_per_a": 2.6, "e_lumo_ev": 0.87, "energy_ha": -685.94207, "symbols": ["C", "N", "C", "C", "S", "C", "O", "H", "H", "H", "H", "H", "H", "H", "H", "H"], "positions_angstrom": [[1.4737, -0.7165, 1.6203], [0.1436, -0.5705, 1.0238], [0.0730, -0.1159, -0.3492], [-1.3568, -0.5363, -0.8461], [-1.5413, 0.1029, -2.5783], [0.3134, 1.3742, -0.3778], [-0.3977, 2.1294, 0.2464], [1.5348, -0.1160, 2.5220], [1.6475, -1.7751, 1.8444], [2.2696, -0.4878, 0.9096], [-0.5312, -0.1264, 1.6226], [0.6716, -0.6902, -1.0699], [-1.3428, -1.6111, -1.0395], [-2.0453, -0.0495, -0.1538], [-2.0211, 1.3588, -2.3867], [1.1089, 1.8303, -0.9878]], "forces_ev_per_angstrom": [[-0.4585, -0.6487, -0.2479], [0.8390, -0.8991, -0.4708], [-1.3937, -1.2150, 0.0119], [1.4382, 2.0156, -0.8682], [-0.4571, 0.2188, 0.0542], [-0.6859, 0.9747, -0.5223], [0.1162, -0.3427, 0.0865], [0.4116, 0.0325, 0.0838], [-0.0285, 0.1322, 0.3797], [-0.0754, 0.5085, 0.0744], [0.0383, 0.2932, -0.0820], [0.7839, 0.3498, 0.7481], [-0.4944, 0.1797, 0.8570], [-0.5362, -0.7905, -0.2862], [0.2178, -0.4654, 0.2497], [0.2846, -0.3436, -0.0678]], "nbo_charge": [-0.41, -0.64, -0.17, -0.47, -0.09, 0.42, -0.54, 0.20, 0.19, 0.19, 0.38, 0.21, 0.24, 0.23, 0.14, 0.13]}

=====

2.
{"formula": "C5H12NO", "method": "ωB97M-V/def2-TZVPD", "e_homo_ev": -2.49, "total_charge": -1, "de_lowest_ev": 1.490, "max_force_ev_per_a": 2.2, "e_lumo_ev": 4.33, "energy_ha": -327.64128, "symbols": ["C", "C", "C", "H", "H", "H", "H", "H", "H", "C", "O", "C", "N", "H", "H", "H", "H", "H", "H"], "positions_angstrom": [[2.3208, -1.0317, 1.1611], [1.0213, -1.2599, 1.9208], [0.5079, -0.3942, 2.8057], [1.9781, -0.8287, 0.0963], [2.9004, -0.0925, 1.4972], [2.9528, -1.9219, 1.1940], [0.4201, -2.1433, 1.5907], [-0.5291, -0.4156, 3.1592], [1.0684, 0.4845, 3.0811], [-1.0787, -0.1636, -1.0564], [0.1492, -0.7539, -0.7367], [-0.8484, 1.0293, -1.9950], [-2.1225, 1.6884, -2.4527], [-1.7952, -0.9190, -1.4573], [-1.5468, 0.1952, -0.1083], [-0.1846, 1.6976, -1.4198], [-0.2845, 0.6282, -2.8497], [-2.8103, 1.5262, -1.7300], [-2.1190, 2.6747, -2.7004]], "forces_ev_per_angstrom": [[-0.3293, 1.1852, -0.3102], [-0.2979, 0.1582, -0.2341], [-0.1701, -0.3801, -0.4156], [0.2856, -0.3451, 1.0484], [-0.8624, -1.4872, -0.1763], [0.1637, 0.1174, -0.0273], [0.6099, 0.9207, 0.2414], [0.4475, -0.3692, -0.0112], [0.1651, 0.2578, 0.0322], [1.6546, -1.0312, 0.9551], [-1.1255, 0.4450, -0.6183], [-0.3718, 0.3491, -0.1687], [0.2463, -0.7377, 0.0399], [-0.0448, 0.3911, -0.3876], [-0.3229, 0.3545, -0.1274], [-0.1821, -0.0376, -0.3093], [-0.1847, 0.2876, 0.0990], [-0.1233, 0.2323, 0.0170], [0.4423, -0.3109, 0.3533]], "nbo_charge": [-0.69, -0.10, -0.49, 0.32, 0.18, 0.19, 0.21, 0.18, 0.17, -0.05, -0.99, -0.24, -0.89, 0.10, 0.08, 0.16, 0.17, 0.34, 0.34]}

=====

3.
{"formula": "C5H7ClN2", "method": "ωB97M-V/def2-TZVPD", "e_homo_ev": -8.54, "total_charge": 0, "smiles": "[H]/N=C(/C=C\\Cl)N1CC1", "de_lowest_ev": 4.731, "max_force_ev_per_a": 6.2, "e_lumo_ev": 0.91, "energy_ha": -764.25864, "symbols": ["C", "C", "C", "C", "C", "H", "H", "H", "H", "H", "H", "H", "N", "N", "Cl"], "positions_angstrom": [[-2.2671, 0.8174, 0.0764], [-1.0989, 0.9687, 0.7392], [-0.2343, -0.3404, 0.6772], [1.5312, 0.5805, -0.6812], [1.9747, -0.8712, -0.5417], [-2.7937, 1.8091, -0.1363], [-0.7653, 1.9021, 1.0741], [-0.7452, -2.3737, 0.8903], [0.5828, 0.8012, -1.2660], [2.1674, 1.4363, -0.3681], [1.8046, -1.7380, -1.1578], [2.8697, -0.8111, 0.0221], [-1.1339, -1.4126, 0.8634], [1.1101, -0.2141, 0.3640], [-3.0022, -0.5543, -0.5556]], "forces_ev_per_angstrom": [[0.1643, 3.6000, 0.5384], [0.1935, -4.3158, -2.0037], [-4.7318, -2.9760, 1.2298], [-1.2648, 1.5683, -1.7520], [0.6587, 1.2655, 0.4557], [0.2513, -1.7394, 0.3433], [0.4988, 1.1276, 0.3084], [0.4539, 0.8411, -0.4536], [1.9188, 0.0955, -0.2535], [-0.2145, -0.6684, -0.7978], [-0.6063, 0.1989, -0.2216], [1.4912, -0.9814, -0.3744], [5.3926, 3.0381, 0.5707], [-2.9996, -1.3861, 3.4440], [-1.2061, 0.3321, -1.0337]], "nbo_charge": [-0.21, -0.30, 0.43, -0.23, -0.24, 0.22, 0.23, 0.35, 0.21, 0.20, 0.23, 0.21, -0.74, -0.44, 0.09]}

=====

4.
{"formula": "C6H8F3O3P", "method": "ωB97M-V/def2-TZVPD", "e_homo_ev": -0.28, "total_charge": -2, "max_force_ev_per_a": 3.0, "e_lumo_ev": 6.09, "energy_ha": -1100.07278, "symbols": ["C", "C", "C", "C", "C", "C", "O", "O", "O", "F", "F", "F", "P", "H", "H", "H", "H", "H", "H", "H", "H"], "positions_angstrom": [[0.7499, 2.0724, -0.7907], [1.3914, 0.9892, -0.3150], [-0.2844, 0.7407, 1.6178], [-0.9259, -0.8903, -0.8662], [0.9135, 0.1919, 0.8148], [-2.1670, -0.7075, -1.4000], [2.7813, -1.7138, 0.0325], [2.1270, 0.1365, 1.7731], [1.0938, -2.4106, 1.9117], [-2.9826, -2.2687, -1.9153], [-2.3202, -0.2405, -2.6267], [-3.1023, -0.2411, -0.5328], [1.7701, -1.3680, 1.0506], [1.2958, 2.7998, -1.4531], [-0.1903, 2.3228, -0.4365], [2.4091, 0.8128, -0.6407], [0.1099, 1.6719, 1.9119], [-1.1697, 0.7644, 0.9653], [-0.5285, 0.0809, 2.5354], [-0.2735, -1.2654, -1.6419], [-0.6975, -1.4775, 0.0058]], "forces_ev_per_angstrom": [[2.9250, -0.1737, -0.6742], [-0.4768, 2.0211, -0.4970], [-0.0336, -2.8501, -0.1133], [-0.0773, -1.0254, -1.7762], [0.4059, -0.6572, 1.0865], [1.0857, -1.1525, 1.6739], [0.5130, -0.3268, -0.4138], [-0.1749, -1.4113, -0.1201], [0.7873, 1.0703, -0.4996], [-0.4375, 0.0935, 0.3407], [-0.2572, 1.0041, -0.2965], [-0.7909, -0.0771, -0.7605], [-1.1604, 0.8060, 1.5218], [-0.7819, -0.9243, 0.4248], [-1.7700, 0.5254, 0.3920], [-0.0613, -0.3677, 0.0291], [-0.1497, 1.5317, 0.6937], [0.3066, 0.3373, 0.3459], [0.6135, 0.9749, -1.5177], [0.4476, 0.3042, -0.3842], [-0.9132, 0.2974, 0.5448]], "nbo_charge": [-0.45, -0.14, -0.65, -0.83, -0.18, 0.90, -1.16, -0.86, -1.14, -0.74, -0.35, -0.37, 2.33, 0.16, 0.18, 0.21, 0.19, 0.24, 0.22, 0.19, 0.22]}

=====

5.
{"formula": "C5H10N2O", "method": "ωB97M-V/def2-TZVPD", "e_homo_ev": -8.96, "total_charge": 0, "smiles": "OC[C@]12CNC[C@H]1N2", "de_lowest_ev": 6.181, "max_force_ev_per_a": 7.7, "e_lumo_ev": 0.72, "energy_ha": -381.05828, "symbols": ["C", "C", "C", "C", "C", "H", "H", "H", "H", "H", "H", "H", "H", "H", "H", "N", "N", "O"], "positions_angstrom": [[-1.8019, -0.3296, -0.4723], [-0.4150, -0.0948, -0.1321], [0.2443, 1.2758, 0.2983], [1.9776, -0.3076, -0.1193], [0.5831, -0.9977, -0.2148], [-2.5315, 0.9947, 1.1986], [-2.1145, -0.0786, -1.5614], [-1.8860, -1.6149, -0.2164], [-0.1873, 2.1911, -0.1977], [-0.0820, 1.1795, 1.4922], [2.0093, 1.4096, -0.7825], [2.7497, -0.7910, 0.6342], [2.4304, -0.0729, -1.2157], [0.5752, -1.7362, -0.9576], [-0.6092, -1.8398, 1.0266], [1.6675, 1.1695, 0.1056], [-0.0092, -0.9969, 1.0247], [-2.6006, 0.6398, 0.0895]], "forces_ev_per_angstrom": [[-0.8273, -1.7338, -2.0559], [-1.1940, 3.5855, 2.3380], [-2.3763, 0.1913, 1.8982], [1.4138, 0.9316, -1.7576], [7.1249, -1.5912, -2.4824], [0.3680, -2.4164, -4.9159], [0.9411, -1.2552, 1.2636], [-0.8916, 3.5680, -0.8378], [0.3531, -0.9725, 0.6226], [1.2720, 1.2673, -2.8968], [-0.5882, 2.1240, -0.8448], [-1.7848, 0.9436, -1.5883], [-0.3058, -2.4085, 2.2662], [-0.2551, -1.7541, -0.5099], [-0.0188, 0.7736, 0.4604], [0.1187, -1.8927, 1.7202], [-1.5376, -1.5500, 1.8853], [-1.8120, 2.1896, 5.4352]], "nbo_charge": [0.00, -0.01, -0.22, -0.21, -0.12, 0.48, 0.20, 0.12, 0.22, 0.20, 0.36, 0.22, 0.16, 0.20, 0.35, -0.62, -0.59, -0.73]}

=====

6.
{"formula": "C15H28FNO6S", "method": "ωB97M-V/def2-TZVPD", "e_homo_ev": -9.50, "total_charge": 0, "smiles": "CCCN([C@H](C)CC)S(=O)(=O)F.O=C1CCCO1.O=C1CCCO1", "max_force_ev_per_a": 5.8, "e_lumo_ev": 0.45, "energy_ha": -1592.55905, "symbols": ["C", "C", "C", "N", "C", "C", "C", "C", "S", "O", "O", "F", "H", "H", "H", "H", "H", "H", "H", "H", "H", "H", "H", "H", "H", "H", "H", "H", "O", "C", "O", "C", "C", "C", "H", "H", "H", "H", "H", "H", "O", "C", "O", "C", "C", "C", "H", "H", "H", "H", "H", "H"], "positions_angstrom": [[3.5079, -3.6843, -2.5921], [2.8603, -2.2777, -2.9416], [2.0713, -1.7420, -1.6870], [0.6196, -1.5222, -1.9171], [-0.0995, -2.6705, -2.5152], [-1.6444, -2.3291, -2.6887], [0.0176, -4.0281, -1.7379], [-0.2944, -5.2387, -2.7134], [-0.1546, -0.8696, -0.5723], [0.8196, -0.1376, 0.2827], [-0.8823, -1.8500, 0.2561], [-1.2685, 0.2632, -1.0156], [4.6054, -3.5359, -2.4500], [3.1352, -4.1246, -1.6444], [3.2774, -4.4048, -3.4049], [3.7230, -1.5859, -3.1029], [2.2850, -2.2745, -3.8877], [2.2361, -2.3752, -0.7787], [2.5188, -0.7537, -1.4204], [0.2546, -2.8684, -3.5568], [-2.0192, -2.8688, -3.5918], [-1.7468, -1.2351, -2.8913], [-2.2182, -2.6356, -1.7899], [0.9620, -4.1758, -1.1769], [-0.7999, -4.0613, -0.9752], [-1.4087, -5.2559, -2.8282], [-0.0050, -6.2115, -2.2646], [0.1222, -5.0865, -3.7337], [2.8059, 0.9957, 5.4028], [1.8491, 1.3374, 4.7664], [1.0097, 2.3331, 5.1497], [-0.0890, 2.4176, 4.2240], [0.4138, 1.7758, 2.9531], [1.3705, 0.7222, 3.4740], [-0.9428, 1.8829, 4.6469], [-0.3654, 3.4606, 4.0769], [-0.3840, 1.3751, 2.3310], [0.9652, 2.5109, 2.3611], [0.8603, -0.2174, 3.6952], [2.1985, 0.5564, 2.7888], [-3.0239, 3.2011, 2.9204], [-2.6778, 3.9932, 2.0895], [-1.5054, 3.9127, 1.4020], [-1.3558, 5.0757, 0.5730], [-2.7594, 5.6104, 0.3766], [-3.4334, 5.2342, 1.6839], [-0.7066, 5.7889, 1.0884], [-0.8896, 4.7924, -0.3699], [-2.7865, 6.6776, 0.1573], [-3.2438, 5.0850, -0.4502], [-3.2931, 5.9995, 2.4498], [-4.4909, 5.0190, 1.5486]], "forces_ev_per_angstrom": [[-0.0910, 0.3549, -0.4673], [0.6194, -0.3525, 1.0801], [1.0881, 1.1922, 0.3970], [-1.0754, 0.3102, 0.3629], [-1.7694, -1.0795, -0.2010], [0.7696, 0.0492, -0.5338], [-0.7589, -0.6560, -0.1257], [-0.6986, 0.7864, 0.4764], [1.2622, 0.1480, 5.6294], [-1.8048, -0.9338, -3.2299], [0.4972, 1.5372, -2.8484], [1.6742, -1.7568, -0.2887], [-0.8250, -0.4205, -0.3518], [0.0478, 0.3923, -0.6032], [0.5205, 0.3028, 0.5267], [-0.8658, -0.3684, 0.0479], [0.1585, -0.1140, 0.7283], [-0.1456, 0.2480, -0.8878], [-0.6134, -0.7401, -0.1685], [0.2505, 0.6612, 0.9239], [0.1861, 0.3676, 0.8157], [-0.1301, -0.8872, 0.1739], [0.3093, 0.3546, -0.6344], [-0.3789, 0.2278, -0.6106], [0.8590, 0.1970, -0.3971], [0.8829, -0.1474, -0.0706], [0.0119, 0.6466, -0.4480], [0.0348, -0.2974, 0.7271], [-0.1206, 0.3574, 0.1388], [0.2540, -0.4846, 0.1876], [0.2620, -0.0689, 0.0083], [-0.3591, 0.1252, -0.0345], [-0.1600, -0.0984, -0.5075], [-0.1118, 0.3816, -0.2936], [0.0277, 0.0465, 0.0007], [0.0790, -0.0218, 0.2307], [0.0058, 0.0887, 0.0530], [-0.0701, -0.0304, -0.0037], [0.1298, -0.0421, -0.0097], [0.0295, -0.2737, 0.1992], [0.4740, -0.0689, -0.3518], [-0.2988, -0.1066, 0.5994], [-0.2798, -0.0918, 0.1770], [0.2385, 0.1683, -0.2557], [-0.2313, 0.2948, -0.2153], [-0.0063, 0.1107, -0.5473], [-0.0293, -0.0386, 0.0105], [0.0872, -0.1662, 0.1674], [0.0826, -0.0495, 0.0033], [0.0561, 0.0329, 0.0241], [-0.0912, -0.0850, 0.0637], [0.0170, -0.0025, 0.3331]], "nbo_charge": [-0.62, -0.42, -0.22, -0.65, -0.05, -0.65, -0.43, -0.62, 2.42, -0.90, -0.89, -0.47, 0.22, 0.21, 0.22, 0.22, 0.22, 0.20, 0.24, 0.21, 0.23, 0.23, 0.24, 0.21, 0.23, 0.21, 0.22, 0.20, -0.57, 0.79, -0.50, -0.07, -0.43, -0.53, 0.19, 0.19, 0.24, 0.20, 0.24, 0.24, -0.56, 0.79, -0.49, -0.07, -0.43, -0.53, 0.18, 0.20, 0.22, 0.21, 0.24, 0.25]}

=====

7.
{"formula": "C4H10N2O", "method": "ωB97M-V/def2-TZVPD", "e_homo_ev": [-5.79, -5.73], "total_charge": 0, "de_lowest_ev": 5.170, "max_force_ev_per_a": 0.3, "e_lumo_ev": [0.72, 0.57], "energy_ha": -343.01145, "symbols": ["C", "C", "C", "C", "N", "N", "O", "H", "H", "H", "H", "H", "H", "H", "H", "H", "H"], "positions_angstrom": [[0.2337, 0.7572, -0.3064], [0.3952, -0.9566, 1.3473], [-0.4238, -0.0792, 0.6439], [1.3141, 0.2744, -1.2170], [-0.1568, 2.0147, -0.4540], [-1.6629, -0.6773, -0.8329], [-0.1492, -1.5413, 2.4869], [0.5677, -1.8130, 3.0685], [1.2256, -1.4827, 0.8903], [-1.1844, 0.4021, 1.2509], [0.2164, 2.5930, -1.1893], [-0.9886, 2.3421, 0.0121], [-1.4637, -1.6777, -0.8078], [-2.6298, -0.5859, -0.5147], [0.8213, -0.2266, -2.0524], [1.9658, -0.4419, -0.7247], [1.9194, 1.0985, -1.6006]], "forces_ev_per_angstrom": [[-0.0860, 0.1117, -0.1652], [-0.1892, 0.0072, -0.1823], [0.1776, -0.0055, 0.1894], [-0.0153, 0.0370, 0.0660], [0.0106, -0.1963, -0.0079], [0.1433, 0.0959, 0.0790], [0.0893, 0.0269, -0.0502], [-0.0640, 0.0289, -0.0735], [-0.0077, 0.0457, 0.0367], [-0.0370, -0.0109, -0.0670], [0.0042, -0.0926, 0.0353], [0.0625, -0.0662, 0.0121], [-0.0377, 0.0478, 0.0320], [0.0778, -0.0408, 0.0072], [-0.0192, 0.0120, 0.0372], [-0.0447, 0.0212, 0.0105], [-0.0646, -0.0221, 0.0406]], "nbo_charge": [0.49, -0.03, -0.23, -0.69, -0.72, -1.15, -0.70, 0.47, 0.15, 0.22, 0.40, 0.41, 0.33, 0.33, 0.28, 0.24, 0.21]}

=====

no.,molar mass (g mol⁻¹)
1,119.2
2,102.2
3,130.6
4,216.1
5,114.1
6,369.5
7,102.1